Molecular formula: C9H6N2O5SV
Method: DFT, the ωB97M-V functional and the def2-TZVPD basis

**HOMO level (spin up / spin down)**: -15.76 / -16.09 eV
**Multiplicity**: 4
**Total charge**: +2
**E_tot**: -2173.85605 Eh
**Frontier orbital gap (spin up / spin down)**: 7.178 / 5.609 eV

Each line ends with the Mulliken spin population.
Element x y z (Å)
O (-0.8335, 4.5840, -2.9689)  0.01
C (-0.7528, 3.6587, -2.3159)  -0.02
V (-0.7231, 1.7065, -0.7381)  2.68
O (-3.1063, 3.0681, 0.7375)  0.11
C (-2.2211, 2.6413, 0.1197)  -0.08
C (0.7845, 1.0832, -1.8306)  -0.05
O (1.6916, 0.7632, -2.4902)  0.13
C (0.5352, 2.7958, 0.2982)  -0.06
O (1.2797, 3.3780, 0.9734)  0.09
C (-1.9693, 0.8912, -2.0105)  -0.06
O (-2.7150, 0.3502, -2.7192)  0.10
C (0.4684, -1.6658, 2.8343)  0.00
N (0.6234, -1.8982, 1.3932)  0.02
C (1.3678, -2.9040, 0.7838)  0.01
C (1.2160, -2.7488, -0.5587)  0.01
N (0.4012, -1.6554, -0.7490)  0.01
C (0.0407, -1.1328, 0.4495)  0.01
S (-0.9944, 0.1679, 0.8682)  0.08
H (0.8459, -0.6729, 3.0967)  0.00
H (-0.5889, -1.7242, 3.1085)  0.00
H (1.0362, -2.4372, 3.3550)  0.00
H (1.9125, -3.6225, 1.3770)  0.00
H (1.6101, -3.3193, -1.3702)  0.00
H (0.0910, -1.3070, -1.6435)  0.01

Force components x, y, z for each atom (eV/Å):
0.227 -2.306 1.583
-0.206 1.793 -1.161
0.068 2.199 -2.066
3.897 -1.701 -2.874
-5.986 2.734 4.287
6.101 -2.303 -4.061
-4.090 1.507 2.886
4.865 3.495 4.683
-3.199 -2.385 -3.018
-4.894 -3.773 -4.299
3.199 2.416 2.923
0.041 -0.070 0.160
-0.041 0.176 -0.666
-0.459 0.462 -0.056
0.116 -0.079 0.656
-0.204 0.298 0.531
0.682 -1.131 0.276
-0.284 -0.696 0.675
0.028 -0.239 -0.073
0.207 -0.105 -0.061
-0.118 0.160 -0.001
-0.021 0.017 -0.184
0.118 -0.152 -0.259
-0.046 -0.318 0.119

***

Molecular formula: C9H6O2
Method: DFT, the ωB97M-V functional and the def2-TZVPD basis

**HOMO level**: -9.76 eV
**SMILES string**: O=C1CC(=O)c2ccccc21
**E_tot**: -497.00932 Eh
**Frontier orbital gap**: 9.419 eV

Each line ends with the Löwdin charge.
Element x y z (Å)
C (-0.9164, -0.0682, -1.4184)  -0.36
C (-0.5488, -1.5140, -1.2915)  0.00
C (0.5073, -1.5507, -0.2809)  -0.36
C (0.5209, -0.3107, 0.4371)  -0.13
C (1.1947, -0.0053, 1.5415)  0.04
C (0.8342, 1.3028, 2.0529)  -0.03
C (0.0190, 2.1806, 1.3494)  -0.06
C (-0.6211, 1.7400, 0.1933)  0.00
C (-0.3643, 0.5329, -0.2632)  -0.14
H (-0.4160, -1.9888, -2.2678)  0.15
H (-1.3509, -2.0543, -0.8775)  0.14
H (1.8026, -0.7031, 2.0965)  0.13
H (0.9120, 1.6190, 3.1282)  0.12
H (-0.1666, 3.1639, 1.7831)  0.11
H (-1.3273, 2.4104, -0.2815)  0.13
O (-1.6306, 0.4321, -2.2399)  0.14
O (1.2297, -2.4685, 0.0520)  0.12

Force components x, y, z for each atom (eV/Å):
-1.088 -1.448 -0.397
0.067 -0.448 -2.496
2.060 -2.201 1.039
-1.084 0.443 -2.409
-0.494 2.724 2.631
-0.153 -0.472 1.217
0.140 -0.532 0.426
-0.617 3.858 0.787
1.593 -0.308 1.376
0.566 -0.027 0.215
-1.463 -0.588 0.669
0.055 -0.030 -0.091
1.066 -0.572 -1.150
-0.164 -0.321 -0.186
0.013 -0.118 -0.270
-0.251 0.405 -0.696
-0.248 -0.368 -0.665

***

Molecular formula: C9H7BaF18N3O13S6
Method: DFT, the ωB97M-V functional and the def2-TZVPD basis

**HOMO level**: -3.14 eV
**Total charge**: -2
**E_tot**: -5701.84527 Eh
**Frontier orbital gap**: 7.306 eV

Each line ends with the Löwdin charge.
Element x y z (Å)
Ba (-0.2823, 0.1314, 0.2266)  1.94
C (0.2424, 4.0111, -2.3844)  -0.10
C (1.2134, 3.0599, -1.7051)  -0.68
C (2.5773, 3.7498, -1.5225)  -0.08
O (0.7044, 2.5531, -0.5299)  -0.47
H (-0.6742, 3.4967, -2.6917)  0.06
H (0.6227, 4.3946, -3.3439)  0.06
H (-0.0076, 4.8841, -1.7790)  0.07
H (1.4463, 2.2406, -2.4107)  0.10
H (3.1952, 3.2729, -0.7613)  0.05
H (2.4960, 4.7934, -1.1828)  0.06
H (3.1108, 3.8500, -2.4745)  0.06
C (0.4955, -2.7084, 3.8946)  -0.66
F (0.1529, -3.1685, 5.0909)  0.15
F (1.7761, -2.9193, 3.6437)  0.15
F (-0.2200, -3.3712, 2.9778)  0.13
S (-0.0229, -0.8994, 3.7825)  0.67
O (-1.3594, -0.9875, 3.2338)  -0.32
O (-0.0073, -0.3776, 5.1217)  -0.27
N (0.9700, -0.1405, 2.5694)  -0.49
S (2.0554, 0.5959, 3.3831)  0.54
O (1.6681, 1.8897, 3.9081)  -0.28
O (2.8051, -0.2769, 4.2657)  -0.31
C (3.2444, 0.9625, 1.9592)  -0.64
F (4.3293, 0.1924, 1.9871)  0.14
F (2.6740, 0.7091, 0.7534)  0.04
F (3.5561, 2.2467, 2.0177)  0.14
C (-0.8620, -0.1764, -3.6778)  -0.64
F (-1.6384, -0.5303, -4.6917)  0.16
F (-0.2203, 0.9546, -3.9178)  0.15
F (-1.6341, -0.0169, -2.5847)  0.07
S (0.4415, -1.5733, -3.3804)  0.68
O (-0.2132, -2.8528, -3.6570)  -0.31
O (1.5475, -1.2736, -4.2601)  -0.29
N (0.8970, -1.4953, -1.6963)  -0.43
S (1.4848, -2.9686, -1.5590)  0.55
O (0.5980, -3.9405, -0.9559)  -0.28
O (2.3991, -3.4132, -2.6003)  -0.30
C (2.7212, -2.6876, -0.1764)  -0.70
F (3.6065, -1.7576, -0.4473)  0.16
F (2.0398, -2.2812, 0.9098)  0.07
F (3.2967, -3.8268, 0.1434)  0.16
C (-3.6178, 2.3013, -0.1688)  -0.69
F (-4.5438, 3.2370, -0.0470)  0.15
F (-3.6484, 1.8453, -1.4233)  0.12
F (-2.4156, 2.7719, 0.0643)  0.14
S (-4.0302, 0.8700, 1.0209)  0.66
O (-3.5812, 1.4114, 2.2756)  -0.28
O (-5.4388, 0.5636, 0.9704)  -0.28
N (-2.8664, -0.2870, 0.3866)  -0.49
S (-3.7670, -1.5884, 0.5212)  0.52
O (-4.1925, -1.9995, 1.8259)  -0.26
O (-4.7338, -1.7190, -0.5449)  -0.29
C (-2.3859, -2.7327, 0.0212)  -0.68
F (-2.1152, -2.5887, -1.2779)  0.11
F (-1.2042, -2.4447, 0.6078)  -0.02
F (-2.6852, -3.9858, 0.2902)  0.17

Force components x, y, z for each atom (eV/Å):
1.159 1.790 -0.401
-0.289 0.143 -1.126
0.378 -0.325 0.601
0.148 0.994 0.154
-0.598 -0.962 0.147
-0.101 -0.050 0.439
0.310 0.033 0.124
-0.002 -0.164 0.277
-0.181 -0.056 -0.274
-0.022 -0.386 -0.243
-0.390 -0.077 0.156
0.116 -0.359 0.004
-0.231 0.135 -0.968
0.279 0.042 0.122
0.018 -0.004 0.400
0.251 -0.002 0.209
-1.989 0.738 -0.697
1.045 -0.061 -0.758
1.133 -0.115 -0.566
-2.922 -2.381 2.287
3.099 2.008 1.448
0.221 -0.916 -0.605
-0.248 0.310 -0.361
-0.879 -0.329 -0.599
0.195 0.329 0.468
0.003 0.296 0.444
0.504 -0.092 -0.147
0.619 -0.673 1.086
0.359 0.223 0.111
-0.355 -0.159 -0.227
0.210 0.014 -0.257
0.680 -1.396 -0.579
-0.132 1.883 0.529
-0.943 0.851 0.649
-1.163 0.105 -3.337
2.466 -2.590 1.977
0.219 0.677 -0.605
-1.024 0.418 0.335
-1.798 0.430 -0.060
0.747 0.152 -0.320
-0.255 0.287 0.392
0.588 -0.458 -0.166
-0.780 -1.705 -0.246
-0.019 0.460 0.225
-0.049 0.059 -0.293
0.284 0.247 0.314
1.450 1.699 0.663
0.408 -0.313 -0.342
0.965 -0.114 -0.936
-3.756 2.172 1.642
-0.058 -2.739 -1.563
0.374 0.336 0.156
0.444 -0.081 0.286
0.507 0.084 -0.484
-0.621 -0.147 -0.329
-0.199 -0.005 0.834
-0.178 -0.260 0.010

***

Molecular formula: C9H7ClO2S
Method: DFT, the ωB97M-V functional and the def2-TZVPD basis

**HOMO level (spin up / spin down)**: -7.47 / -7.49 eV
**E_tot**: -1355.74008 Eh
**Frontier orbital gap (spin up / spin down)**: 7.364 / 6.659 eV

Each line ends with the Löwdin charge.
Element x y z (Å)
C (0.9481, 0.9124, 2.2071)  -0.06
C (0.1799, 2.0449, 1.9189)  -0.06
C (1.0899, -0.1545, 1.3724)  0.01
C (-0.5092, 2.1179, 0.7536)  -0.04
C (0.3701, -0.1181, 0.1519)  -0.19
C (-0.3979, 1.0479, -0.0912)  -0.26
C (0.3729, -0.9103, -1.0579)  -0.28
C (-2.2051, -0.9003, -0.6778)  -0.63
C (0.9610, -2.2883, -1.0984)  0.01
O (-2.0140, 1.4400, -2.4161)  -0.29
O (-0.1758, -0.2454, -2.1949)  -0.21
S (-1.3594, 0.5830, -1.5028)  0.80
Cl (-3.0258, -1.5790, -1.9769)  0.55
H (1.4892, 1.0546, 3.0477)  0.08
H (0.3075, 2.7409, 2.7109)  0.10
H (1.7165, -0.9367, 1.5996)  0.09
H (-1.0541, 2.9393, 0.5195)  0.09
H (0.9476, -2.7260, 0.0306)  0.16
H (1.9367, -2.1787, -1.5764)  0.09
H (0.4220, -2.8437, -1.7196)  0.02

Force components x, y, z for each atom (eV/Å):
-1.296 0.418 -2.169
1.110 -1.175 0.816
-1.572 0.752 -1.314
0.719 -1.244 0.246
-0.021 1.374 -1.504
-0.208 -0.348 -0.696
-0.523 -0.629 2.208
1.145 1.571 0.606
1.606 2.602 3.651
0.004 1.212 -0.634
1.277 -0.306 -0.069
-0.379 -2.563 2.470
-0.926 -0.866 -1.175
1.836 -0.447 2.730
-0.707 1.263 -0.026
1.336 -1.727 0.487
-1.740 2.321 -0.802
0.329 1.014 -2.962
0.457 -0.449 0.527
-2.445 -2.773 -2.391

***

Molecular formula: C9H7F15N2O12P2S2SeV
Method: DFT, the ωB97M-V functional and the def2-TZVPD basis

**HOMO level (spin up / spin down)**: -5.70 / -5.79 eV
**Multiplicity**: 3
**Total charge**: -1
**E_tot**: -7682.55946 Eh
**Frontier orbital gap (spin up / spin down)**: 7.306 / 8.269 eV

Each line ends with the Mulliken spin population.
Element x y z (Å)
V (-0.0467, 0.0401, -0.6548)  1.87
F (4.1467, 2.6753, -1.6002)  0.00
C (3.7701, 2.7193, -0.3203)  0.00
F (3.0408, 3.8066, -0.1242)  0.00
F (4.8607, 2.7868, 0.4438)  0.00
S (2.8405, 1.1869, 0.1072)  0.00
O (1.7526, 1.1937, -0.9097)  0.00
O (3.8125, 0.1507, 0.0616)  0.00
N (2.3378, 1.5192, 1.5621)  0.00
S (0.8651, 2.0380, 1.8681)  0.01
O (-0.1149, 0.9787, 2.0190)  0.01
O (0.4618, 3.1714, 1.0937)  0.00
C (1.1689, 2.6355, 3.5762)  0.00
F (1.5805, 1.6554, 4.3774)  0.00
F (0.0187, 3.1200, 4.0463)  0.00
F (2.0777, 3.6055, 3.5792)  0.00
C (0.0925, -4.7197, 0.4124)  0.00
C (0.9604, -3.5099, 0.1147)  0.00
O (2.3652, -3.8277, 0.2116)  0.00
P (0.8607, -2.2029, 1.3680)  0.01
O (1.8447, -2.5773, 2.5476)  0.00
O (-0.5212, -2.1841, 2.1113)  0.00
O (1.2209, -0.9141, 0.7028)  -0.01
P (0.7693, -2.8993, -1.6683)  0.00
O (-0.6785, -3.4220, -2.1073)  0.00
O (1.8350, -3.6382, -2.3936)  0.00
O (0.7645, -1.3747, -1.7870)  -0.01
H (0.4022, -5.1597, 1.3618)  0.00
H (0.2179, -5.4627, -0.3758)  0.00
H (-0.9619, -4.4434, 0.4673)  0.00
H (2.6674, -3.9205, -0.7161)  0.00
H (2.7622, -2.6236, 2.2316)  0.00
H (-0.7979, -1.2747, 2.3227)  0.00
H (-0.5833, -4.1170, -2.7720)  0.00
F (-1.1656, 4.0966, -1.2220)  0.00
C (-1.9961, 3.3954, -1.9827)  0.00
F (-3.0925, 4.1414, -2.2001)  0.00
F (-1.3920, 3.1878, -3.1646)  0.00
C (-2.3351, 2.0233, -1.3335)  -0.01
O (-1.1500, 1.4682, -0.9675)  -0.02
C (-3.0811, 1.1196, -2.3869)  0.02
F (-2.1915, 0.4151, -3.0914)  0.00
F (-3.8012, 1.8467, -3.2563)  0.00
F (-3.9144, 0.2587, -1.8034)  0.00
C (-3.2416, 2.2351, -0.0834)  0.00
F (-4.5009, 2.5425, -0.4453)  0.00
F (-3.2763, 1.1453, 0.6731)  0.00
F (-2.7835, 3.2392, 0.6717)  0.00
Se (-3.8363, -3.0361, 0.0318)  0.04
C (-2.4692, -1.9047, -0.2142)  0.06
N (-1.5655, -1.1858, -0.3822)  0.02

Force components x, y, z for each atom (eV/Å):
1.699 -0.656 -0.096
0.026 0.007 0.034
0.059 -0.065 -0.235
-0.036 0.011 -0.009
0.016 0.032 0.012
-0.838 0.598 -0.009
0.331 -0.165 0.805
0.036 -0.028 0.041
-0.150 -0.169 -0.232
0.266 0.093 -0.430
0.057 0.021 -0.174
0.025 0.048 0.258
-0.021 -0.027 0.058
-0.020 0.008 -0.016
0.019 0.016 0.056
0.002 0.016 0.014
-0.077 0.004 -0.006
0.150 0.081 -0.026
-0.089 -0.064 -0.025
0.061 0.026 -0.095
0.264 0.073 -0.193
0.043 -0.025 0.117
-0.679 0.251 0.228
-0.036 0.016 -0.181
-0.049 -0.025 -0.138
0.033 0.051 0.121
-0.492 0.276 0.000
-0.004 -0.010 0.000
0.025 -0.014 0.019
0.007 -0.001 -0.022
-0.022 0.001 0.033
-0.127 -0.113 0.001
-0.052 -0.084 -0.078
-0.021 0.051 0.113
-0.052 -0.036 -0.094
0.022 0.045 -0.085
0.117 0.012 0.030
-0.070 0.057 0.056
0.039 -0.284 0.032
-0.009 0.074 -0.172
0.044 0.032 0.011
-0.024 0.072 0.025
-0.020 -0.036 0.058
0.049 -0.003 0.007
0.003 0.167 -0.044
0.064 -0.032 0.034
-0.006 -0.054 -0.022
-0.034 -0.063 -0.048
0.530 0.428 -0.046
-0.587 -0.492 0.006
-0.469 -0.122 0.307

***

Molecular formula: C9H7MgNO3
Method: DFT, the ωB97M-V functional and the def2-TZVPD basis

**HOMO level**: -17.20 eV
**Total charge**: +2
**E_tot**: -827.11880 Eh
**Frontier orbital gap**: 7.911 eV

Each line ends with the Löwdin charge.
Element x y z (Å)
O (2.9825, -4.3695, -3.1658)  0.04
C (2.6687, -3.2887, -3.3171)  -0.02
Mg (0.5686, 1.1420, -2.3274)  0.95
C (-0.6277, 0.5949, -4.1730)  0.12
C (2.7416, 1.7883, -2.7689)  0.10
O (-1.3528, 0.3754, -5.0488)  0.21
O (3.8024, 2.1896, -2.8928)  0.22
C (-1.6057, 0.1224, 3.5486)  0.00
C (-0.9577, 0.0830, 2.1569)  -0.19
C (-1.4014, -0.7978, 1.1578)  0.03
C (-0.8662, -0.7261, -0.1285)  -0.09
N (0.0229, 0.2469, -0.4407)  -0.10
C (0.6019, 1.0051, 0.5400)  -0.12
C (0.0910, 0.9521, 1.8274)  0.01
H (-2.6740, 0.3615, 3.4767)  0.10
H (-1.5168, -0.8406, 4.0646)  0.11
H (-1.1279, 0.8869, 4.1648)  0.09
H (-2.1851, -1.5478, 1.3764)  0.15
H (-1.1532, -1.4521, -0.9023)  0.13
H (1.4839, 1.6232, 0.2734)  0.12
H (0.5051, 1.6513, 2.5787)  0.15

Force components x, y, z for each atom (eV/Å):
-0.510 1.822 -0.288
0.478 -1.758 0.304
-0.154 -1.012 1.132
-3.786 -0.965 -4.444
3.540 1.525 -0.332
3.679 1.016 4.324
-3.638 -1.475 0.368
0.434 0.043 -0.615
-0.573 0.061 0.503
-0.097 -0.478 -0.237
-0.393 0.428 0.697
1.490 0.337 -1.390
-1.017 -0.509 0.253
0.731 0.824 0.273
0.222 -0.090 -0.132
0.022 0.115 -0.221
-0.061 -0.126 -0.081
0.643 0.494 -0.150
0.026 0.624 0.261
-0.779 -0.217 0.202
-0.256 -0.660 -0.428